{
  "formula": "C70H156N8O11",
  "method": "the ωB97M-V functional and the def2-TZVPD basis",
  "elements": ["O", "O", "O", "O", "O", "O", "O", "O", "O", "O", "O", "N", "N", "N", "N", "N", "N", "N", "N", "C", "C", "C", "C", "C", "C", "C", "C", "C", "C", "C", "C", "C", "C", "C", "C", "C", "C", "C", "C", "C", "C", "C", "C", "C", "C", "C", "C", "C", "C", "C", "C", "C", "C", "C", "C", "C", "C", "C", "C", "C", "C", "C", "C", "C", "C", "C", "C", "C", "C", "C", "C", "C", "C", "C", "C", "C", "C", "C", "C", "C", "C", "C", "C", "C", "C", "C", "C", "C", "C", "H", "H", "H", "H", "H", "H", "H", "H", "H", "H", "H", "H", "H", "H", "H", "H", "H", "H", "H", "H", "H", "H", "H", "H", "H", "H", "H", "H", "H", "H", "H", "H", "H", "H", "H", "H", "H", "H", "H", "H", "H", "H", "H", "H", "H", "H", "H", "H", "H", "H", "H", "H", "H", "H", "H", "H", "H", "H", "H", "H", "H", "H", "H", "H", "H", "H", "H", "H", "H", "H", "H", "H", "H", "H", "H", "H", "H", "H", "H", "H", "H", "H", "H", "H", "H", "H", "H", "H", "H", "H", "H", "H", "H", "H", "H", "H", "H", "H", "H", "H", "H", "H", "H", "H", "H", "H", "H", "H", "H", "H", "H", "H", "H", "H", "H", "H", "H", "H", "H", "H", "H", "H", "H", "H", "H", "H", "H", "H", "H", "H", "H", "H", "H", "H", "H", "H", "H", "H", "H", "H", "H", "H", "H", "H", "H", "H", "H", "H", "H", "H", "H", "H", "H", "H", "H", "H"],
  "coordinates": [[-0.62, -10.56, 11.26], [-10.58, -4.66, 23.09], [-14.39, -2.12, 6.67], [-17.75, -11.47, 15.93], [-11.00, -13.55, 8.69], [-6.10, -7.10, 13.18], [-6.79, 1.52, 16.28], [-8.88, -13.53, 17.27], [-6.08, -4.15, 3.48], [-3.96, -13.56, 12.06], [0.64, -10.91, 19.86], [-0.54, -10.72, 20.54], [-7.44, -10.44, 13.39], [-10.19, -4.73, 21.75], [-16.84, -12.32, 15.29], [-5.66, -3.65, 4.70], [-7.10, 1.93, 14.99], [-11.35, -13.89, 7.36], [-15.09, -3.20, 7.21], [-2.85, -9.89, 20.58], [-12.23, -13.72, 4.58], [-13.89, -5.04, 5.96], [-7.36, -9.05, 12.98], [-11.73, -6.52, 21.41], [-8.80, -8.43, 13.09], [-5.24, -2.70, 7.32], [-16.03, -14.66, 14.88], [-13.51, -14.93, 7.94], [-0.93, -13.22, 21.32], [-7.10, -5.00, 6.25], [0.58, -11.76, 22.63], [-5.06, 3.39, 14.94], [-15.22, -4.36, 6.31], [-9.02, -3.89, 21.52], [-8.20, 1.28, 14.27], [-4.32, -14.59, 11.17], [-7.95, -0.25, 13.94], [-14.89, -11.13, 16.51], [-6.41, 3.18, 12.88], [-14.99, -2.02, 9.45], [-5.34, -6.14, 13.88], [-8.99, -14.02, 6.56], [-6.22, -8.37, 13.74], [-4.85, -4.14, 6.94], [-15.50, -11.69, 15.19], [-7.40, -1.79, 5.16], [-9.96, -6.03, 19.60], [-8.08, -13.27, 18.35], [-5.93, -2.19, 4.87], [-2.18, -11.50, 18.80], [-7.72, -4.39, 22.25], [-14.58, -14.14, 14.98], [-5.67, -4.69, 5.77], [-17.00, -13.76, 15.66], [-7.41, 2.35, 12.09], [-13.10, -14.33, 5.67], [-0.66, -11.71, 21.67], [-15.91, -5.67, 8.49], [-10.41, -13.37, 6.34], [-18.36, -14.26, 15.14], [-14.77, -3.36, 8.68], [-10.80, -13.85, 4.87], [-1.32, -9.13, 18.80], [-1.71, -10.34, 19.66], [-5.02, -5.96, 5.40], [-0.93, -9.20, 11.48], [-10.30, -11.84, 6.28], [-13.38, -12.47, 7.47], [-1.86, -11.28, 22.55], [-8.74, -3.92, 20.00], [-9.49, 1.48, 15.19], [-10.27, -6.11, 21.18], [-13.32, -3.75, 8.94], [-5.93, 2.43, 14.22], [-15.95, -3.96, 5.04], [-16.18, -5.44, 6.99], [-3.17, -10.88, 21.73], [-8.60, 2.04, 13.02], [-9.35, -7.18, 21.80], [-4.97, 1.24, 13.71], [-5.38, -1.52, 3.55], [-5.02, -1.73, 6.07], [-15.57, -10.51, 14.23], [-15.77, -4.38, 9.30], [-14.52, -12.66, 14.50], [-8.60, -5.27, 19.36], [-9.25, -2.38, 21.91], [-12.79, -13.89, 7.10], [-16.77, -14.09, 17.15], [-12.39, -12.66, 4.36], [-4.00, -5.74, 5.10], [-9.46, 0.92, 16.12], [-9.76, -8.15, 21.54], [-13.47, -14.74, 9.01], [-17.44, -13.46, 17.74], [-18.52, -13.81, 14.16], [-9.26, 1.41, 12.43], [-14.66, -9.94, 14.04], [-3.92, -15.59, 11.38], [-12.87, -12.24, 8.40], [-13.54, -12.24, 14.72], [-14.94, -2.24, 10.52], [-15.35, -3.21, 4.53], [-9.38, 2.49, 15.57], [-16.77, -6.17, 8.93], [-18.53, -15.34, 15.17], [-14.58, -14.87, 7.74], [-16.02, -15.62, 15.39], [-13.80, -14.72, 14.49], [-6.82, -3.81, 22.02], [-4.75, 0.51, 14.49], [-1.40, -11.05, 11.57], [0.72, -10.78, 23.07], [-8.32, -7.19, 21.45], [-8.40, -14.06, 5.64], [-5.39, -14.73, 11.29], [-7.85, 2.99, 11.32], [-17.02, -15.12, 17.43], [-2.52, -12.42, 19.29], [0.48, -11.76, 19.43], [-5.61, 4.29, 15.19], [-7.75, -1.84, 6.19], [-11.16, -3.89, 23.05], [-7.49, -0.69, 14.82], [-9.15, -15.07, 6.82], [-9.05, -8.51, 14.15], [-11.24, -11.57, 5.82], [-13.15, -3.54, 9.99], [-2.00, -13.38, 21.17], [-5.01, -4.74, 7.83], [-14.98, -6.25, 8.49], [-7.84, -3.32, 19.84], [-14.28, -1.23, 9.19], [-13.23, -11.76, 6.65], [-16.10, -4.77, 4.33], [-0.38, -13.54, 20.43], [-1.37, -11.80, 18.14], [-7.77, -5.93, 19.60], [-10.44, 1.25, 14.70], [-0.31, -8.57, 10.84], [-2.08, -12.09, 23.24], [-12.69, -2.98, 8.47], [-9.46, -3.39, 19.38], [-0.67, -9.54, 18.03], [-13.01, -4.41, 5.81], [-6.23, -2.62, 7.78], [-18.24, -11.07, 15.20], [-5.26, 0.67, 12.83], [-15.61, -10.47, 16.99], [-9.39, -2.24, 22.98], [-16.38, -9.85, 14.55], [0.35, -12.53, 23.37], [-16.90, -3.48, 5.28], [-16.28, -14.90, 13.85], [-2.19, -8.60, 18.40], [-10.73, -5.54, 19.00], [-10.20, -13.34, 4.12], [-7.88, -10.54, 14.30], [-10.17, -11.41, 7.28], [-7.77, -5.11, 5.40], [-7.10, -9.10, 11.93], [-7.34, -0.72, 4.97], [-3.74, -9.94, 19.94], [-4.86, 2.98, 15.93], [-8.39, -13.46, 7.28], [-8.00, -2.38, 4.46], [-16.20, -6.38, 6.44], [-2.99, -11.29, 18.10], [-9.13, 2.95, 13.28], [-10.55, -14.91, 4.74], [-5.55, 3.33, 12.23], [-4.73, -13.09, 12.39], [-9.14, -14.45, 17.27], [-5.34, -9.01, 13.75], [-5.61, -5.87, 14.90], [-4.53, -2.27, 8.03], [-4.37, -6.61, 14.06], [-5.44, -0.43, 3.60], [-6.85, 4.15, 13.10], [-15.75, -13.88, 17.46], [-9.51, -9.03, 12.52], [-17.20, -5.08, 6.89], [-4.02, 1.63, 13.34], [-10.61, -14.39, 8.96], [-3.78, -4.29, 6.78], [-0.83, -8.85, 12.51], [-2.78, -8.86, 20.92], [-8.39, -1.80, 21.57], [-1.99, -9.08, 11.25], [-8.65, -5.14, 18.28], [-9.93, -7.09, 19.36], [-15.04, -1.44, 6.46], [-3.66, -11.77, 21.33], [-14.75, -11.96, 17.20], [-15.58, -4.79, 10.30], [-8.90, -0.67, 13.63], [-13.09, -15.92, 7.76], [-19.16, -13.84, 15.74], [-8.55, -13.41, 19.32], [-12.95, -15.41, 5.63], [-13.50, -5.63, 6.79], [-4.06, 3.57, 14.56], [-4.00, -14.38, 10.15], [-7.11, 2.28, 16.78], [-16.79, -4.00, 9.31], [-5.38, -3.83, 2.90], [-14.26, -14.07, 16.01], [-7.54, -4.19, 6.83], [-5.03, -6.66, 6.24], [-11.92, -6.84, 22.44], [-14.43, -12.43, 7.76], [-1.53, -10.49, 23.22], [-9.37, -7.18, 22.89], [-8.90, -7.41, 12.73], [-6.95, 1.47, 11.66], [-0.65, -14.02, 22.00], [-0.75, -8.39, 19.36], [-7.84, -12.21, 18.37], [-7.09, -5.93, 6.83], [-5.29, -0.70, 6.31], [-9.38, -11.53, 5.78], [-15.75, -10.81, 13.19], [-12.96, -4.71, 8.59], [-7.87, -4.42, 23.32], [-14.17, -14.17, 5.50], [-13.89, -5.72, 5.11], [-4.36, -1.72, 3.23], [-7.48, -5.37, 21.82], [-10.18, -2.04, 21.46], [-15.93, -1.55, 9.16], [-3.95, -1.64, 5.85], [-3.93, -10.38, 22.32], [-7.19, -13.89, 18.28], [-5.16, -5.20, 13.35], [-6.47, -8.26, 14.80], [-14.68, -12.78, 13.43], [-7.31, -0.51, 13.09], [-12.42, -5.70, 21.21], [-6.00, -1.77, 2.68], [-13.96, -10.59, 16.40], [1.48, -12.16, 22.17], [-8.16, -10.95, 12.90], [-12.42, -14.25, 3.64], [-5.46, -6.43, 4.52], [-12.03, -7.32, 20.73]],
  "mulliken_charge": [-0.499, -0.457, -0.486, -0.494, -0.460, -0.250, -0.445, -0.477, -0.482, -0.499, -0.439, 0.043, -0.651, 0.231, 0.400, 0.391, 0.506, 0.351, 0.305, -1.176, -0.727, -1.707, 0.472, -1.926, -1.356, -0.662, -1.222, -2.029, -1.543, -1.723, -1.729, -1.973, 1.638, 1.356, 1.369, -0.496, -1.700, -1.604, -1.063, -1.893, -0.790, -1.935, -0.689, -1.130, 1.416, -1.676, -1.230, -0.519, 1.504, -1.716, -1.513, -0.817, 1.459, 1.520, -0.609, -1.244, 1.322, -0.663, 1.490, -1.923, 1.386, -1.162, -1.967, 1.772, -1.979, -0.461, -1.715, -1.666, -1.198, -1.161, -1.805, 1.497, -1.687, 1.295, -2.001, -1.214, -0.690, -1.206, -1.669, -1.697, -2.104, -1.169, -1.920, -1.072, -1.202, -0.544, -1.974, 1.541, -1.682, 0.354, 0.476, 0.394, 0.477, 0.406, 0.362, 0.472, 0.447, 0.380, 0.237, 0.420, 0.495, 0.439, 0.452, 0.470, 0.412, 0.361, 0.412, 0.486, 0.417, 0.400, 0.337, 0.307, 0.452, 0.339, 0.400, 0.219, 0.359, 0.449, 0.304, 0.373, 0.402, 0.285, 0.355, 0.387, 0.474, 0.342, 0.330, 0.449, 0.326, 0.404, 0.312, 0.465, 0.379, 0.306, 0.373, 0.322, 0.379, 0.328, 0.350, 0.233, 0.389, 0.428, 0.385, 0.397, 0.348, 0.330, 0.355, 0.279, 0.350, 0.432, 0.432, 0.378, 0.460, 0.388, 0.388, 0.360, 0.387, 0.236, 0.348, 0.341, 0.208, 0.479, 0.410, 0.474, 0.391, 0.359, 0.375, 0.445, 0.446, 0.427, 0.377, 0.316, 0.291, 0.396, 0.292, 0.369, 0.312, 0.429, 0.370, 0.323, 0.384, 0.432, 0.494, 0.348, 0.429, 0.224, 0.401, 0.394, 0.193, 0.340, 0.454, 0.334, 0.315, 0.352, 0.366, 0.467, 0.472, 0.401, 0.260, 0.426, 0.288, 0.361, 0.218, 0.345, 0.448, 0.345, 0.297, 0.314, 0.400, 0.368, 0.437, 0.443, 0.328, 0.301, 0.304, 0.402, 0.442, 0.187, 0.448, 0.450, 0.437, 0.397, 0.245, 0.320, 0.401, 0.412, 0.408, 0.301, 0.468, 0.443, 0.400, 0.407, 0.257, 0.265, 0.291, 0.394, 0.264, 0.455, 0.514, 0.420, 0.349, 0.246, 0.379, 0.389, 0.422],
  "e_above_lowest_kj_mol": 681.0,
  "e_homo_ev": -7.779,
  "gap_ev": 7.8,
  "lumo_energy_ha": 0.0007,
  "energy_ha": -4025.81593
}

{
  "formula": "C32H55IN3S",
  "method": "the ωB97M-V functional and the def2-TZVPD basis",
  "elements": ["I", "S", "N", "N", "N", "C", "C", "C", "C", "C", "C", "C", "C", "C", "C", "C", "C", "C", "C", "C", "C", "C", "C", "C", "C", "C", "C", "C", "C", "C", "C", "C", "C", "C", "C", "C", "C", "H", "H", "H", "H", "H", "H", "H", "H", "H", "H", "H", "H", "H", "H", "H", "H", "H", "H", "H", "H", "H", "H", "H", "H", "H", "H", "H", "H", "H", "H", "H", "H", "H", "H", "H", "H", "H", "H", "H", "H", "H", "H", "H", "H", "H", "H", "H", "H", "H", "H", "H", "H", "H", "H", "H"],
  "coordinates": [[-0.45, 0.48, -1.17], [1.86, 5.46, 0.16], [-2.93, 2.55, 1.19], [-2.78, 0.13, 2.18], [-5.54, 5.35, -0.51], [-0.47, -3.78, -1.29], [-2.99, -1.34, 2.46], [-3.36, 3.71, 0.31], [5.34, 0.10, -1.22], [4.72, -1.41, -1.34], [-1.89, 1.06, 3.00], [3.95, -1.70, -2.79], [-3.35, 1.07, 1.14], [-3.07, 5.72, -1.53], [-3.43, -3.31, 0.76], [2.29, -1.72, -2.59], [-3.64, -0.10, -1.33], [-4.40, 0.59, -0.03], [4.45, 1.18, 1.17], [0.26, 4.04, 2.04], [1.52, -2.64, -3.71], [4.89, -0.19, 1.95], [0.71, 5.58, 1.66], [3.64, -1.21, 2.31], [4.10, -1.97, 3.73], [-4.64, 6.11, -1.42], [4.21, 1.02, -0.44], [-1.18, 3.97, 2.85], [-0.31, -4.41, -2.80], [-1.97, 2.59, 2.36], [-1.28, -4.75, -0.23], [-2.29, 4.51, -0.69], [-2.25, -2.35, 1.37], [-2.91, -4.53, -0.21], [-2.46, 0.84, -1.99], [-4.89, 4.27, 0.29], [1.28, -4.21, -3.27], [-4.49, -0.21, -2.17], [1.26, 6.14, 2.54], [4.28, 2.10, -0.91], [-1.25, 0.76, 3.94], [2.62, -0.64, 2.48], [-5.08, 1.51, -0.31], [5.34, 0.15, 3.00], [3.14, 0.61, -0.74], [-1.06, 3.95, 4.02], [5.80, -0.76, 1.41], [5.25, -2.20, 3.73], [4.27, -2.78, -3.14], [-1.16, 4.23, -0.81], [-0.94, -2.69, -1.37], [-1.11, -5.87, -0.62], [-3.24, -1.19, -1.12], [0.07, 3.47, 1.01], [5.47, -2.27, -1.06], [1.38, 4.33, -0.56], [1.97, -2.02, -1.50], [-4.02, -3.79, 1.69], [6.33, 0.16, -0.56], [2.04, -4.44, -2.39], [1.56, -4.95, -4.15], [4.30, -0.92, -3.60], [3.85, -1.48, -0.53], [-5.11, 6.98, -2.07], [-1.53, -3.04, 2.03], [5.20, 2.05, 1.45], [-0.83, -4.74, 0.86], [-0.63, -5.53, -2.91], [1.12, 3.43, 2.59], [-5.63, 3.70, 1.04], [-3.38, -5.53, 0.23], [-2.38, 0.71, -3.17], [3.52, -2.98, 3.89], [-2.41, 6.34, -2.30], [-1.60, -1.80, 0.58], [3.49, -2.08, 1.54], [-5.05, -0.29, 0.45], [0.50, -2.09, -3.98], [-4.16, -1.58, 2.44], [-2.75, 1.95, -1.76], [-3.32, -4.36, -1.30], [3.40, 1.51, 1.64], [-0.97, -3.77, -3.52], [2.17, -2.66, -4.69], [-2.64, -1.60, 3.56], [5.51, 0.51, -2.30], [-4.21, -2.61, 0.23], [3.87, -1.24, 4.62], [-1.86, 4.87, 2.46], [-0.20, 6.25, 1.34], [1.95, -0.60, -2.74], [0.64, -3.69, -0.85]],
  "mulliken_charge": [0.084, -0.163, 0.642, 0.460, -0.450, 0.671, -1.041, -0.108, -0.782, 0.326, -0.651, -0.637, -0.193, -0.514, -0.462, 0.132, -0.014, -0.676, -0.301, 0.009, -0.585, -0.559, -0.581, 0.013, -1.058, -0.156, -0.125, -0.626, -0.717, 0.243, -0.891, 0.132, 0.734, -0.616, -0.679, -0.307, -0.654, 0.412, 0.397, 0.320, 0.357, 0.084, 0.353, 0.397, -0.046, 0.417, 0.204, 0.292, 0.257, 0.232, -0.376, 0.472, -0.264, -0.172, 0.357, 0.080, -0.031, 0.412, 0.272, 0.329, 0.319, 0.335, -0.602, 0.324, 0.363, 0.280, 0.261, 0.339, 0.304, 0.328, 0.282, 0.493, 0.312, 0.290, -0.491, 0.157, 0.367, 0.210, 0.373, 0.079, 0.260, -0.115, 0.292, 0.348, 0.248, 0.346, -0.053, 0.272, 0.239, 0.279, -0.008, -0.087],
  "e_homo_ev": -11.405,
  "gap_ev": 7.7,
  "lumo_energy_ha": -0.1354,
  "total_charge": 1,
  "energy_ha": -2111.44474
}